1.
Below is a structure of composition C25H47Cl2LaNO3Si2 at a distorted geometry, with properties calculated with wB97M-V/def2-TZVPD.

Each line ends with the Löwdin charge.
Cartesian coordinates (Å):
O 1.67 1.18 -1.15  -0.47
O -2.57 1.54 -2.84  -0.27
C 1.47 2.67 -0.93  -0.18
C 2.88 3.23 -0.79  -0.06
H 0.92 2.82 0.02  0.12
H 0.99 3.12 -1.84  0.12
H 3.47 2.82 0.07  0.10
H 2.86 4.30 -0.60  0.09
H 3.45 3.14 -1.74  0.09
C 1.71 0.68 -2.55  -0.19
C 1.51 1.75 -3.65  -0.07
H 0.95 -0.12 -2.67  0.11
H 2.73 0.30 -2.60  0.11
H 0.45 2.09 -3.70  0.07
H 1.70 1.32 -4.66  0.10
H 2.17 2.62 -3.53  0.08
C -2.55 0.13 -3.50  -0.16
C -3.33 2.62 -3.35  -0.28
C -1.75 0.12 -4.75  -0.08
H -3.59 -0.27 -3.59  0.14
H -2.06 -0.51 -2.74  0.11
H -2.16 0.85 -5.45  0.05
H -1.86 -0.87 -5.16  0.09
H -0.68 0.32 -4.57  0.06
C -3.27 2.83 -4.84  -0.08
H -2.86 3.44 -2.82  0.12
H -4.37 2.60 -2.96  0.14
H -2.23 2.95 -5.16  0.08
H -3.81 3.73 -5.08  0.09
H -3.74 1.98 -5.33  0.07
H -2.87 1.31 -1.38  0.02
La 0.98 -0.16 0.62  1.89
C -2.48 1.17 -0.31  -0.19
Si -3.23 1.23 1.46  0.52
H -1.60 1.78 -0.26  -0.01
H -2.13 0.19 -0.43  -0.03
C -3.77 2.96 1.96  -0.20
C -2.17 0.60 3.03  -0.18
C -4.65 0.04 1.37  -0.19
C 3.15 -0.61 0.58  -0.48
Si 3.23 -2.27 -0.35  0.36
H 3.57 -0.70 1.60  0.02
H 3.79 0.19 0.07  0.03
C 4.33 -2.18 -1.83  -0.18
C 1.51 -2.74 -1.00  -0.21
C 3.84 -3.61 0.76  -0.18
H -4.68 -0.24 0.31  0.02
H -5.58 0.56 1.64  0.04
H -4.52 -0.86 1.99  0.03
H -2.97 3.57 2.44  0.03
H -4.63 2.92 2.67  0.04
H -4.09 3.44 1.03  0.02
H -1.15 1.03 3.10  0.00
H -2.03 -0.51 3.00  0.01
H -2.70 0.78 4.00  0.05
H 1.38 -2.49 -2.07  0.04
H 0.60 -2.38 -0.46  -0.04
H 1.47 -3.84 -0.90  0.06
H 4.12 -4.47 0.14  0.04
H 3.10 -3.92 1.50  0.03
H 4.73 -3.25 1.28  0.05
H 4.62 -3.21 -2.09  0.04
H 5.24 -1.61 -1.57  0.05
H 3.85 -1.72 -2.71  0.02
Cl 2.64 1.60 5.11  0.78
C 1.91 0.09 4.98  -0.64
C 1.90 -0.80 6.04  -0.11
C 1.29 -2.05 5.97  -0.63
Cl 1.27 -3.05 7.33  0.75
C 0.71 -2.52 4.74  -0.16
C 0.10 -3.75 4.53  0.01
C -0.42 -4.08 3.27  -0.03
C -0.28 -3.19 2.22  -0.13
N 0.28 -1.98 2.35  -0.03
C 0.76 -1.63 3.61  -0.13
C 1.33 -0.27 3.75  -0.40
O 1.28 0.57 2.75  -0.35
H 2.37 -0.48 6.93  0.10
H 0.06 -4.44 5.35  0.10
H -0.94 -5.00 3.12  0.11
H -0.64 -3.45 1.23  0.10

Values from the calculation:
- Charge: +1
- Calculated total energy: -2791.9993 Ha



2.
Below is a structure of composition C25H47ClINNiO3Si2 at a distorted geometry, with properties calculated with wB97M-V/def2-TZVPD.

Each line ends with the Mulliken spin population.
Cartesian coordinates (Å):
O -1.08 0.11 -2.82  0.05
O -0.76 -2.57 -4.06  0.00
C -2.48 0.41 -2.65  0.00
C -2.71 1.80 -2.11  -0.02
H -2.81 -0.35 -1.93  0.00
H -3.02 0.23 -3.60  0.00
H -2.48 1.88 -1.05  0.00
H -3.77 2.03 -2.22  0.00
H -2.13 2.55 -2.65  0.00
C -0.44 0.85 -3.88  -0.01
C -1.01 0.61 -5.26  0.00
H 0.61 0.54 -3.83  0.00
H -0.49 1.92 -3.63  0.00
H -1.09 -0.47 -5.46  0.00
H -0.32 1.06 -5.99  0.00
H -1.99 1.10 -5.38  0.00
C 0.49 -2.61 -3.37  0.00
C -1.80 -3.11 -3.25  0.00
C 1.59 -2.29 -4.35  0.00
H 0.64 -3.62 -2.94  0.00
H 0.46 -1.89 -2.54  0.01
H 1.51 -2.94 -5.22  0.00
H 2.55 -2.45 -3.87  0.00
H 1.53 -1.25 -4.68  0.00
C -3.06 -3.26 -4.07  0.00
H -1.97 -2.44 -2.39  0.00
H -1.50 -4.10 -2.87  0.00
H -3.40 -2.31 -4.49  0.00
H -3.84 -3.64 -3.41  0.00
H -2.91 -3.98 -4.88  0.00
H 0.20 2.01 1.62  0.00
Ni 0.03 0.94 -0.76  0.84
C -1.26 0.45 0.96  0.08
Si -1.29 -1.33 1.58  0.00
H -1.41 1.19 1.76  0.00
H -2.22 0.49 0.35  -0.03
C -2.89 -2.17 1.01  0.00
C -1.33 -1.37 3.45  0.01
C 0.13 -2.36 0.92  0.03
C 0.30 2.71 0.78  0.04
Si 1.91 2.49 -0.24  -0.01
H 0.45 3.71 1.24  0.01
H -0.65 2.77 0.21  0.00
C 2.04 3.61 -1.76  0.00
C 2.23 0.66 -0.78  0.03
C 3.20 2.96 1.04  0.00
H 0.19 -2.31 -0.18  -0.01
H -0.03 -3.41 1.20  0.00
H 1.10 -2.02 1.32  0.00
H -3.75 -1.50 1.14  0.00
H -3.05 -3.07 1.62  0.00
H -2.85 -2.47 -0.05  0.00
H -1.55 -0.38 3.88  0.00
H -0.38 -1.73 3.89  0.00
H -2.13 -2.06 3.77  0.00
H 1.49 0.02 -1.32  -0.01
H 2.59 0.09 0.08  0.01
H 3.06 0.77 -1.49  0.00
H 4.15 3.22 0.57  0.00
H 3.35 2.11 1.73  0.00
H 2.85 3.82 1.62  0.00
H 3.09 3.78 -2.02  0.00
H 1.57 4.58 -1.55  0.00
H 1.53 3.18 -2.64  0.00
Cl 2.12 -0.28 8.09  0.05
C 2.11 -0.32 6.38  0.29
C 2.72 -1.38 5.72  -0.11
C 2.77 -1.43 4.33  0.27
I 3.58 -3.07 3.34  0.03
C 2.29 -0.33 3.50  0.06
O 2.49 -0.27 2.27  0.28
C 1.51 0.71 4.24  0.08
N 0.77 1.55 3.51  -0.04
C 0.00 2.44 4.11  0.06
C -0.05 2.60 5.50  -0.05
C 0.70 1.74 6.29  0.08
C 1.46 0.73 5.67  -0.03
H 3.16 -2.20 6.28  0.00
H -0.61 3.09 3.46  0.00
H -0.68 3.39 5.90  0.00
H 0.69 1.82 7.36  0.01

Values from the calculation:
- 2S+1: 3
- Expectation value of S²: 2.05
- Calculated total energy: -4106.3275 Ha



What is the calculated total energy in the second record? -4106.3275 Ha



calculated total energy of number 1 (C25H47Cl2LaNO3Si2)? -2791.9993 Ha